a:
Molecular formula: C2H6N2O2S
Method: DFT, ωB97M-V with the def2-TZVPD basis set

Last column: Löwdin charge in e.
Cartesian coordinates (Å):
1 C 0.283 -0.201 0.370  -0.50
2 C -1.100 -0.087 -0.368  -0.29
3 N 0.804 -1.265 0.730  0.13
4 N -2.009 -1.193 -0.165  -0.05
5 O 0.182 2.409 -0.032  -0.47
6 O 2.267 1.000 -0.638  -0.33
7 S 1.108 1.425 0.496  0.91
8 H -0.906 -0.197 -1.518  0.15
9 H -1.389 0.936 -0.041  0.09
10 H 1.689 -1.234 1.223  0.06
11 H 3.155 1.442 -0.667  0.09
12 H -2.726 -1.000 0.611  0.10
13 H -1.358 -2.035 -0.001  0.09

- Orbital gap: 0.3329 Eh
- HOMO energy: -9.0 eV

***

b:
Molecular formula: C2H6N2O2S
Method: DFT, ωB97M-V with the def2-TZVPD basis set

Last column: Löwdin charge in e.
Cartesian coordinates (Å):
1 C 1.032 -0.911 1.921  -0.11
2 C -0.131 -1.493 2.133  -0.10
3 N -0.123 1.242 -3.395  0.09
4 N -0.613 1.383 -2.279  -0.13
5 O -1.533 0.931 0.217  -0.44
6 O 0.805 0.819 -0.511  -0.47
7 S -0.536 0.226 -0.545  0.77
8 H 1.819 -1.387 1.358  0.06
9 H 1.256 0.066 2.312  0.06
10 H -0.357 -2.473 1.745  0.05
11 H -0.185 0.269 -3.729  0.08
12 H -0.913 -1.019 2.695  0.05
13 H -0.522 2.348 -1.923  0.11

- Orbital gap: 0.3469 Eh
- HOMO energy: -10.0 eV

***

The most stable arrangement is a, and the next structure is 1.148 eV less stable.

***

a:
Molecular formula: C4H7IN2O
Method: DFT, ωB97M-V with the def2-TZVPD basis set

Last column: Löwdin charge in e.
Cartesian coordinates (Å):
1 C 0.809 0.957 -0.853  -0.51
2 C 0.564 -0.525 -1.290  -0.11
3 C -0.083 -1.340 -0.157  -0.28
4 C -1.050 -0.464 0.625  -0.58
5 N 0.204 1.054 0.373  -0.07
6 N -0.135 2.266 1.009  0.04
7 O 1.483 1.779 -1.402  0.08
8 I -2.956 0.208 -0.035  0.79
9 H 0.056 -0.600 -2.215  0.10
10 H 1.468 -1.116 -1.456  0.11
11 H -0.535 -2.407 -0.538  0.16
12 H 0.629 -1.728 0.590  0.11
13 H -0.973 -0.419 1.665  0.02
14 H -0.717 2.946 0.532  0.08
15 H -0.329 2.109 1.984  0.08

- Orbital gap (alpha / beta): 0.3191 / 0.3191 Eh
- HOMO energy (alpha / beta): -8.5 / -8.5 eV

***

b:
Molecular formula: C4H7IN2O
Method: DFT, ωB97M-V with the def2-TZVPD basis set

Last column: Löwdin charge in e.
Cartesian coordinates (Å):
1 C -0.608 1.834 0.006  -0.02
2 N 0.204 0.926 0.291  -0.02
3 C -0.115 -0.523 0.311  -0.46
4 C 0.888 -1.262 -0.474  -0.07
5 N -1.450 -0.801 -0.105  0.16
6 C -2.302 -0.493 -0.904  -0.34
7 O -3.201 -0.382 -1.622  0.17
8 H -0.274 2.931 0.069  0.11
9 H -1.677 1.668 -0.203  0.07
10 H -0.118 -0.867 1.342  0.15
11 H 0.739 -1.012 -1.590  0.13
12 H 1.932 -1.317 -0.018  0.08
13 H 0.590 -2.260 -0.288  0.06
14 I 3.254 0.793 2.168  0.39
15 H 2.138 0.767 1.018  -0.40

- Orbital gap: 0.3798 Eh
- SMILES: C=N[C@H](C)N=C=O.I
- HOMO energy: -9.7 eV

***

The most stable arrangement is b, and the next structure is 1.621 eV less stable.

***

a:
Molecular formula: C2H2INO3
Method: DFT, ωB97M-V with the def2-TZVPD basis set

Last column: Löwdin charge in e.
Cartesian coordinates (Å):
1 C 1.071 -0.177 0.448  -0.35
2 C -1.593 1.267 0.547  -0.62
3 N 1.496 -1.191 -0.018  0.05
4 O 0.965 0.910 0.840  0.12
5 O -1.313 2.097 -0.408  -0.15
6 O 0.972 -2.408 -0.362  -0.01
7 I -2.472 -0.460 -0.280  0.74
8 H -0.848 2.879 -0.063  0.12
9 H 1.722 -2.917 -0.704  0.11

- Orbital gap: 0.3267 Eh
- HOMO energy: -8.6 eV

***

b:
Molecular formula: C2H2INO3
Method: DFT, ωB97M-V with the def2-TZVPD basis set

Last column: Löwdin charge in e.
Cartesian coordinates (Å):
1 O -2.075 -3.825 -0.657  0.20
2 C -1.303 -3.600 0.180  -0.43
3 O -0.640 -3.554 1.146  0.18
4 O 0.228 -1.637 -1.000  -0.04
5 C 0.145 -0.493 -0.641  -0.48
6 N 1.128 0.135 0.130  -0.46
7 I 3.025 -0.609 -0.007  0.84
8 H -0.743 0.147 -0.950  0.15
9 H 1.075 1.012 0.654  0.05

- Orbital gap: 0.3297 Eh
- SMILES: O=C=O.O=CNI
- HOMO energy: -9.5 eV

***

The most stable arrangement is b, and the next structure is 5.109 eV less stable.

***

a:
Molecular formula: C2H2INO3
Method: DFT, ωB97M-V with the def2-TZVPD basis set

Last column: Löwdin charge in e.
Cartesian coordinates (Å):
1 C 1.194 -0.394 -0.653  -0.71
2 C -0.132 -1.122 0.509  -0.46
3 N -1.047 0.862 -0.195  0.05
4 O -0.084 -2.112 1.146  0.15
5 O 1.451 -0.765 -1.735  0.04
6 O -1.222 -0.406 0.414  -0.02
7 I 2.263 1.033 0.566  0.81
8 H -0.589 1.519 0.439  0.04
9 H -1.834 1.384 -0.491  0.09

- Orbital gap: 0.3394 Eh
- HOMO energy: -9.5 eV

***

b:
Molecular formula: C2H2INO3
Method: DFT, ωB97M-V with the def2-TZVPD basis set

Last column: Löwdin charge in e.
Cartesian coordinates (Å):
1 C -0.491 -1.123 0.222  0.18
2 N 0.201 -0.228 0.140  -0.18
3 O 0.707 0.839 0.272  -0.03
4 H -1.090 -2.003 0.081  0.09
5 O 2.320 0.574 -2.162  0.22
6 C 2.485 1.345 -1.350  -0.48
7 O 2.705 2.174 -0.557  0.18
8 I -2.131 3.343 -0.085  0.41
9 H -0.834 2.431 -0.311  -0.39

- Orbital gap: 0.3802 Eh
- SMILES: C#[N+][O-].O=C=O.I
- HOMO energy: -9.9 eV

***

The most stable arrangement is b, and the next structure is 0.585 eV less stable.

***

a:
Molecular formula: C4H8N3S
Method: DFT, ωB97M-V with the def2-TZVPD basis set

Last column: Löwdin charge in e.
Cartesian coordinates (Å):
1 C -0.260 -1.558 3.302  -0.33
2 C -0.758 1.945 -1.611  -0.04
3 C 1.129 -2.069 1.427  -0.31
4 C -0.040 -0.031 -0.336  -0.48
5 N 0.491 -2.407 2.598  -0.07
6 N -0.713 0.594 -1.204  -0.08
7 N -0.923 -0.728 3.693  0.19
8 S -0.180 -1.645 0.007  1.05
9 H -1.620 2.419 -0.988  0.14
10 H 0.164 2.454 -1.420  0.09
11 H 1.733 -1.183 1.658  0.12
12 H 1.505 -2.899 0.864  0.08
13 H 0.891 0.361 0.032  0.11
14 H 0.442 -3.386 3.049  0.21
15 H -1.597 0.022 -1.305  0.18
16 H -1.099 1.990 -2.740  0.15

- Orbital gap: 0.3452 Eh
- Charge: +1
- HOMO energy: -13.8 eV

***

b:
Molecular formula: C4H8N3S
Method: DFT, ωB97M-V with the def2-TZVPD basis set

Last column: Löwdin charge in e.
Cartesian coordinates (Å):
1 C -2.347 -0.255 -0.287  -0.01
2 C -2.231 1.098 -0.203  -0.01
3 C -0.243 0.215 0.141  -0.34
4 C 1.158 0.089 0.471  -0.46
5 N -1.105 -0.778 -0.071  0.17
6 N -0.919 1.369 0.050  0.15
7 N 1.710 -1.801 -0.316  0.04
8 S 2.202 1.341 -0.193  0.83
9 H -3.213 -0.857 -0.474  0.14
10 H -2.966 1.872 -0.304  0.14
11 H 1.385 -0.233 1.478  0.09
12 H -0.521 2.289 0.185  0.17
13 H 2.434 -2.073 0.345  0.01
14 H -0.812 -1.749 -0.123  0.17
15 H 2.171 -1.528 -1.181  0.01
16 H 3.297 1.002 0.482  -0.10

- Orbital gap (alpha / beta): 0.3180 / 0.3180 Eh
- Charge: +1
- HOMO energy (alpha / beta): -12.8 / -12.8 eV

***

The most stable arrangement is b, and the next structure is 1.012 eV less stable.

***

a:
Molecular formula: H10O5
Method: DFT, ωB97M-V with the def2-TZVPD basis set

Last column: Löwdin charge in e.
Cartesian coordinates (Å):
1 O -37.618 -4.213 5.456  -0.08
2 H -37.960 -3.778 4.683  0.00
3 H -38.394 -4.539 5.981  0.02
4 O -40.304 -1.881 3.226  -0.02
5 H -40.506 -1.818 2.306  0.05
6 H -39.379 -2.096 3.301  0.05
7 O -40.082 -5.802 3.109  -0.04
8 H -39.676 -6.579 3.537  0.09
9 H -40.714 -6.090 2.416  0.09
10 O -39.671 -3.753 7.314  -0.06
11 H -40.241 -4.133 6.638  0.00
12 H -39.421 -2.982 6.851  0.01
13 O -40.636 -4.045 4.869  -0.06
14 H -40.457 -4.807 4.328  -0.03
15 H -40.787 -3.329 4.268  0.00

- Orbital gap: 0.3876 Eh
- SMILES: O.O.O.O.O
- HOMO energy: -10.5 eV

***

b:
Molecular formula: H10O5
Method: DFT, ωB97M-V with the def2-TZVPD basis set

Last column: Löwdin charge in e.
Cartesian coordinates (Å):
1 O 1.541 -0.258 1.340  -0.09
2 H 1.190 0.330 0.662  0.02
3 H 0.960 -0.117 2.096  0.04
4 O -2.447 2.198 -0.285  -0.06
5 H -2.024 2.599 0.483  0.03
6 H -1.775 1.606 -0.640  0.01
7 O -0.566 -0.438 0.709  -0.07
8 H -0.288 -0.108 -0.153  0.05
9 H -0.916 -1.316 0.523  0.06
10 O 4.649 0.019 -1.014  -0.06
11 H 4.231 0.880 -1.130  0.03
12 H 4.024 -0.473 -0.470  0.02
13 O -3.001 -1.538 -0.823  -0.06
14 H -3.905 -1.856 -0.926  0.04
15 H -2.901 -1.419 0.129  0.02

- Orbital gap: 0.3848 Eh
- SMILES: O.O.O.O.O
- HOMO energy: -10.4 eV

***

c:
Molecular formula: H10O5
Method: DFT, ωB97M-V with the def2-TZVPD basis set

Last column: Löwdin charge in e.
Cartesian coordinates (Å):
1 O -0.575 -0.668 1.326  -0.07
2 H -0.181 0.111 1.734  0.03
3 H -1.295 -0.906 1.921  0.03
4 O 3.047 -0.008 -1.140  -0.11
5 H 3.124 0.799 -0.618  0.05
6 H 2.119 -0.253 -1.058  0.05
7 O -4.944 -1.013 -0.664  -0.06
8 H -4.447 -1.638 -0.124  0.03
9 H -5.352 -1.562 -1.343  0.03
10 O 4.179 -0.468 0.229  -0.11
11 H 3.796 -1.321 0.463  0.07
12 H 5.074 -0.684 -0.055  0.06
13 O -1.680 2.157 0.121  -0.06
14 H -0.937 2.517 -0.377  0.03
15 H -2.124 2.935 0.476  0.03

- Orbital gap: 0.3155 Eh
- SMILES: O.O.O.O.O
- HOMO energy: -8.0 eV

***

d:
Molecular formula: H10O5
Method: DFT, ωB97M-V with the def2-TZVPD basis set

Last column: Löwdin charge in e.
Cartesian coordinates (Å):
1 O 0.792 1.254 0.689  -0.07
2 H -0.057 1.377 0.223  0.00
3 H 0.894 1.939 1.343  0.07
4 O -1.616 1.410 -0.295  -0.09
5 H -1.817 0.418 -0.384  0.02
6 H -1.684 1.744 -1.214  0.08
7 O -1.997 -1.204 -0.415  -0.06
8 H -2.610 -1.661 0.169  0.07
9 H -1.138 -1.511 -0.048  0.02
10 O 0.365 -1.482 0.844  -0.10
11 H 1.109 -1.414 0.184  0.04
12 H 0.356 -0.555 1.194  0.04
13 O 2.243 -0.360 -0.988  -0.11
14 H 3.252 -0.310 -0.896  0.09
15 H 1.909 0.355 -0.405  0.00

- Orbital gap: 0.4376 Eh
- SMILES: O.O.O.O.O
- HOMO energy: -11.2 eV

***

The most stable arrangement is d, and the next structure is 0.969 eV less stable.